# 1
60
Properties=species:S:1:pos:R:3 method="wB97M-V/def2-TZVPD" charge=-1 homo_lumo_gap_ev=3.373 homo_ha=-0.1001 e_tot_ev=-77300.788
C 1.916 1.337 2.959
Si 3.502 0.360 2.668
C 3.944 -0.543 4.244
C 4.893 1.525 2.212
O 3.174 -0.756 1.512
C 3.064 -0.204 0.192
C 2.470 -1.184 -0.793
C 3.441 -2.208 -1.368
P 4.627 -2.895 -0.393
O 5.047 -4.214 -1.327
I 6.961 -1.409 -0.831
H 1.087 0.626 2.990
H 1.767 2.000 2.103
H 1.991 1.902 3.890
H 3.557 -1.564 4.239
H 5.021 -0.564 4.416
H 3.490 -0.024 5.094
H 4.526 2.544 2.062
H 5.455 1.202 1.334
H 5.592 1.575 3.053
H 2.420 0.687 0.229
H 4.039 0.126 -0.184
H 1.580 -1.669 -0.369
H 2.099 -0.555 -1.617
H 2.934 -3.080 -1.797
H 5.782 -3.980 -1.900
C -2.365 1.410 0.079
O -1.292 2.363 0.077
P -0.686 3.100 -1.257
O 0.669 3.318 -0.711
O -1.769 4.335 -1.077
C -1.811 5.006 0.182
O -0.520 3.555 -2.800
C 0.093 4.836 -3.012
H -2.518 1.102 1.110
H -3.291 1.833 -0.316
H -2.093 0.533 -0.507
H -0.847 4.932 0.687
H -2.589 4.595 0.827
H -2.038 6.049 -0.033
H 1.059 4.868 -2.513
H -0.555 5.632 -2.652
H 0.215 4.911 -4.090
C -2.699 -3.040 1.152
O -3.414 -2.279 0.162
P -3.704 -2.772 -1.370
O -3.801 -1.450 -2.004
O -5.088 -3.509 -0.850
C -6.066 -2.718 -0.177
O -3.615 -3.818 -2.569
C -4.606 -3.665 -3.603
H -2.689 -2.436 2.056
H -3.203 -3.987 1.356
H -1.671 -3.227 0.849
H -5.997 -1.674 -0.484
H -5.954 -2.784 0.906
H -7.038 -3.120 -0.459
H -4.580 -2.652 -3.995
H -5.593 -3.902 -3.214
H -4.323 -4.380 -4.371


# 2
75
Properties=species:S:1:pos:R:3 method="wB97M-V/def2-TZVPD" charge=-1 homo_lumo_gap_ev="7.115 / 7.058" homo_ha="-0.1757 / -0.1735" e_tot_ev=-109261.128 de_lowest_kcal_mol=0.00 multiplicity=4
Cr 1.711 -0.376 -0.278
C 0.372 1.440 5.739
C 0.942 0.646 4.559
C 2.176 1.386 4.058
C 1.338 -0.763 4.998
N -0.165 0.507 3.558
C -1.361 -0.049 3.979
C -2.175 -0.113 2.911
N -1.494 0.383 1.827
B -2.193 0.365 0.436
N -1.751 1.533 -0.467
C -2.190 2.800 -0.170
C -1.609 3.659 -1.028
N -0.813 2.914 -1.879
C -0.895 1.601 -1.510
S -0.072 0.277 -2.219
C 0.051 3.514 -2.945
C 1.518 3.269 -2.614
C -0.344 2.953 -4.310
C -0.194 5.021 -2.967
N -2.113 -0.996 -0.291
C -3.080 -1.285 -1.222
C -2.771 -2.463 -1.797
N -1.597 -2.903 -1.216
C -1.209 -1.985 -0.292
S 0.190 -2.075 0.726
C -0.952 -4.216 -1.533
C 0.455 -3.990 -2.077
C -1.783 -4.906 -2.613
C -0.963 -5.092 -0.285
C -0.256 0.745 2.218
S 0.924 1.450 1.181
H 1.160 1.579 6.478
H -0.456 0.933 6.233
H 0.031 2.422 5.412
H 2.830 1.492 4.926
H 1.942 2.375 3.676
H 2.715 0.846 3.290
H 2.139 -0.699 5.735
H 1.694 -1.340 4.149
H 0.500 -1.291 5.455
H -1.530 -0.342 4.995
H -3.185 -0.464 2.820
H -3.368 0.541 0.683
H -2.879 2.976 0.633
H -1.707 4.722 -1.109
H 1.774 2.219 -2.609
H 1.756 3.670 -1.628
H 2.136 3.775 -3.356
H -0.176 1.883 -4.367
H 0.262 3.442 -5.073
H -1.395 3.162 -4.518
H 0.109 5.500 -2.036
H -1.236 5.267 -3.178
H 0.416 5.439 -3.767
H -3.888 -0.605 -1.417
H -3.267 -3.000 -2.580
H 0.444 -3.319 -2.936
H 0.856 -4.956 -2.390
H 1.120 -3.547 -1.346
H -1.830 -4.318 -3.530
H -2.795 -5.137 -2.278
H -1.288 -5.847 -2.851
H -0.369 -4.658 0.513
H -0.543 -6.067 -0.537
H -1.985 -5.240 0.070
O 4.305 1.122 -2.789
C 3.573 0.458 -2.088
O 2.953 0.892 -1.026
C 3.287 -1.046 -2.401
O 3.781 -1.605 -3.354
O 2.463 -1.603 -1.551
F 4.206 -0.285 1.538
B 3.019 -0.861 1.319
F 2.728 -1.738 2.314


# 3
196
Properties=species:S:1:pos:R:3 method="wB97M-V/def2-TZVPD" charge=0 homo_lumo_gap_ev=8.735 homo_ha=-0.3183 e_tot_ev=-92734.867 de_lowest_kcal_mol=82.19
O 23.303 3.227 -13.720
H 23.727 4.053 -13.963
H 22.525 3.492 -13.202
O 21.376 4.220 -11.949
H 21.038 3.650 -11.250
H 21.277 5.114 -11.603
O 22.878 10.725 -16.164
H 23.347 11.547 -16.332
H 23.392 10.252 -15.492
C 19.987 11.647 -26.747
C 20.035 10.578 -25.630
C 20.685 11.139 -24.343
O 20.270 10.228 -23.304
C 20.757 10.522 -22.006
N 18.667 10.081 -25.518
H 19.735 11.245 -27.730
H 20.941 12.127 -26.989
H 19.257 12.425 -26.520
H 20.670 9.753 -25.963
H 20.245 12.131 -24.204
H 21.766 11.175 -24.468
H 20.248 9.739 -21.441
H 20.344 11.489 -21.707
H 21.836 10.478 -21.848
H 18.651 9.800 -24.532
H 18.096 10.920 -25.398
C 21.352 7.938 -18.563
C 20.255 7.119 -17.957
C 20.618 6.538 -16.550
O 19.572 5.705 -16.059
C 19.743 5.220 -14.758
N 18.985 7.888 -17.913
H 22.278 7.368 -18.431
H 21.630 8.819 -17.978
H 21.085 8.146 -19.596
H 19.975 6.248 -18.550
H 20.920 7.306 -15.828
H 21.546 5.961 -16.649
H 18.925 4.731 -14.232
H 20.026 5.969 -14.002
H 20.643 4.598 -14.681
H 18.432 7.239 -17.355
H 19.107 8.671 -17.273
C 15.307 3.192 -14.547
C 14.621 3.411 -15.854
C 15.287 4.513 -16.710
O 15.200 5.687 -15.962
C 15.965 6.760 -16.445
N 14.639 2.104 -16.519
H 14.709 2.525 -13.921
H 15.253 4.130 -13.988
H 16.332 2.825 -14.499
H 13.584 3.723 -15.710
H 14.829 4.542 -17.704
H 16.343 4.222 -16.795
H 16.886 6.847 -15.866
H 15.462 7.730 -16.387
H 16.101 6.709 -17.530
H 14.815 2.132 -17.518
H 15.472 1.666 -16.134
C 23.069 6.825 -21.969
C 23.363 5.614 -22.841
C 22.785 4.301 -22.335
O 22.989 3.270 -23.265
C 22.434 2.003 -23.103
N 22.821 5.835 -24.195
H 23.734 7.673 -21.795
H 22.873 6.566 -20.922
H 22.152 7.268 -22.365
H 24.454 5.524 -22.905
H 21.730 4.402 -22.043
H 23.184 4.024 -21.349
H 21.342 2.069 -23.020
H 22.812 1.558 -22.176
H 22.609 1.328 -23.938
H 23.484 6.258 -24.831
H 22.644 4.907 -24.566
C 18.190 6.807 -21.375
C 16.887 6.078 -21.741
C 15.687 6.638 -21.005
O 14.581 5.814 -21.346
C 13.358 6.133 -20.705
N 16.650 6.286 -23.207
H 18.279 7.810 -21.800
H 19.051 6.272 -21.783
H 18.414 6.931 -20.313
H 16.929 5.020 -21.486
H 15.513 7.708 -21.158
H 15.897 6.600 -19.926
H 12.711 5.310 -20.997
H 12.885 7.047 -21.087
H 13.490 6.366 -19.645
H 15.854 5.681 -23.379
H 16.347 7.240 -23.359
C 28.047 5.827 -22.825
C 28.539 6.841 -21.811
C 27.763 6.710 -20.496
O 26.354 6.934 -20.558
C 25.825 6.837 -19.230
N 29.949 6.549 -21.584
H 26.956 5.811 -22.901
H 28.370 4.838 -22.497
H 28.317 5.943 -23.877
H 28.436 7.848 -22.227
H 28.151 7.502 -19.845
H 27.932 5.743 -20.013
H 24.863 7.342 -19.245
H 26.465 6.910 -18.350
H 25.600 5.760 -19.186
H 30.483 7.167 -20.985
H 30.479 6.597 -22.446
C 21.576 8.614 -13.460
C 22.882 7.898 -13.057
C 24.025 8.903 -12.724
O 24.270 9.772 -13.830
C 25.142 10.831 -13.480
N 22.607 7.185 -11.795
H 21.730 9.209 -14.362
H 21.283 9.250 -12.625
H 20.775 7.912 -13.684
H 23.328 7.320 -13.867
H 24.935 8.419 -12.361
H 23.645 9.587 -11.956
H 26.103 10.434 -13.136
H 24.850 11.471 -12.641
H 25.316 11.496 -14.324
H 22.695 7.765 -10.972
H 23.281 6.428 -11.764
C 20.838 14.397 -21.486
C 21.234 14.770 -20.052
C 21.409 13.516 -19.230
O 20.254 12.725 -19.064
C 20.532 11.437 -18.534
N 22.450 15.586 -20.057
H 21.359 13.551 -21.932
H 20.725 15.250 -22.156
H 19.816 14.004 -21.429
H 20.512 15.449 -19.588
H 21.739 13.890 -18.249
H 22.243 12.917 -19.610
H 21.338 10.935 -19.067
H 19.563 10.937 -18.529
H 20.709 11.548 -17.459
H 22.640 15.863 -19.097
H 22.366 16.476 -20.530
C 17.101 4.048 -11.596
C 16.020 3.100 -11.144
C 16.460 2.078 -10.097
O 17.514 1.191 -10.482
C 16.987 0.105 -11.271
N 14.875 3.854 -10.612
H 16.670 4.769 -12.291
H 17.825 3.463 -12.171
H 17.701 4.567 -10.848
H 15.735 2.521 -12.026
H 15.650 1.418 -9.770
H 16.690 2.660 -9.200
H 16.234 -0.519 -10.782
H 17.815 -0.499 -11.628
H 16.463 0.613 -12.084
H 14.757 4.774 -11.012
H 14.017 3.361 -10.826
C 14.670 -1.294 -15.118
C 15.812 -1.371 -16.112
C 17.182 -0.983 -15.537
O 17.178 0.409 -15.218
C 18.417 0.872 -14.692
N 15.921 -2.716 -16.697
H 14.845 -1.927 -14.246
H 13.701 -1.618 -15.505
H 14.510 -0.233 -14.921
H 15.523 -0.787 -16.993
H 18.077 -1.230 -16.111
H 17.247 -1.517 -14.581
H 19.186 0.815 -15.469
H 18.694 0.142 -13.925
H 18.473 1.872 -14.268
H 15.041 -3.014 -17.101
H 16.524 -2.701 -17.513
C 18.566 3.324 -18.981
C 19.887 2.712 -18.521
C 20.637 1.983 -19.599
O 19.849 0.961 -20.187
C 19.684 -0.241 -19.476
N 20.693 3.814 -18.045
H 17.751 2.611 -18.812
H 18.551 3.524 -20.053
H 18.199 4.159 -18.382
H 19.620 2.064 -17.674
H 21.656 1.725 -19.289
H 20.811 2.658 -20.441
H 18.946 -0.161 -18.669
H 20.598 -0.449 -18.908
H 19.446 -1.016 -20.199
H 21.511 3.479 -17.546
H 20.204 4.432 -17.410